1.
38
Properties=species:S:1:pos:R:3:forces:R:3:lowdin_charge:R:1 method="wB97M-V/def2-TZVPD" largest_force_ev_per_a=4.3 smiles="CCOP(=O)(CCCNC(=O)OP(=O)(O)O)OCC" e_tot_ev=-45053.7360 homo_lumo_gap_ev=10.28
C 3.006244 -2.246492 1.484067 0.28 -0.07 -0.84 -0.09
C 3.399986 -1.988321 -0.058751 1.42 -1.51 1.20 -0.30
O 2.261341 -1.752753 -0.928914 0.44 3.54 0.14 -0.26
P 1.643389 -0.163499 -0.734615 -1.93 -1.29 2.53 0.70
O 0.759048 -0.194769 0.518796 2.15 0.69 -2.56 -0.32
C 0.495050 0.113191 -2.221808 0.29 -1.63 -0.76 -0.21
C -0.950585 -0.565454 -1.912318 -0.07 1.15 0.50 -0.20
C -1.900542 0.554224 -1.223538 1.00 -0.77 -0.04 -0.20
N -3.340622 0.229297 -1.495721 -0.52 -0.19 1.37 0.02
C -4.209707 0.656341 -0.390672 -0.80 4.18 -0.57 -0.47
O -4.600883 1.829247 -0.279726 0.89 -4.21 -0.38 0.12
O -4.659090 -0.303732 0.569549 2.57 -0.62 0.62 -0.11
P -3.486884 -0.546703 1.792815 1.62 2.98 1.36 0.63
O -2.903280 0.823337 2.175043 -1.25 -3.93 -1.03 -0.29
O -2.315374 -1.606172 1.159085 -3.18 1.38 0.67 -0.14
O -4.226261 -1.233521 3.147485 1.18 0.83 -2.46 -0.15
O 2.936812 0.928379 -0.666150 -2.38 -1.48 -0.57 -0.27
C 2.503892 2.282749 -0.374786 1.01 2.24 1.23 -0.28
C 2.164720 2.528821 1.192114 -1.66 -0.82 -0.74 -0.09
H 2.874541 -1.296102 2.091509 0.13 -1.19 -0.88 0.07
H 2.023083 -2.822940 1.470811 1.39 0.68 0.25 0.09
H 3.869687 -2.876792 1.915849 -1.48 0.94 -0.48 0.08
H 3.874400 -2.975406 -0.420109 -0.90 1.53 0.32 0.12
H 4.230216 -1.206774 -0.148217 -1.40 -0.80 -0.02 0.11
H 0.405174 1.201742 -2.534636 0.23 -1.40 0.46 0.09
H 0.943862 -0.518567 -3.074389 -0.45 1.27 1.09 0.10
H -1.489895 -0.861980 -2.884967 1.12 0.30 1.37 0.12
H -0.785894 -1.472727 -1.224545 -0.44 1.37 -1.13 0.11
H -1.625571 1.544830 -1.714576 -0.44 -1.03 0.89 0.13
H -1.737417 0.589957 -0.092506 0.03 0.14 -1.69 0.10
H -3.636014 0.670668 -2.381469 -0.05 -0.15 1.05 0.13
H -2.643579 -1.973099 0.308007 0.21 0.19 0.56 0.08
H -4.004751 -0.654806 3.919139 -0.14 -0.33 -1.02 0.10
H 3.414886 2.957142 -0.587842 -1.30 -1.30 -0.02 0.12
H 1.663809 2.662515 -1.058238 1.05 -0.86 0.99 0.11
H 2.647686 1.742676 1.869124 -0.38 1.32 -1.10 0.08
H 1.030250 2.345130 1.283979 1.75 0.31 0.17 0.07
H 2.368275 3.600363 1.511122 0.02 -1.45 -0.48 0.08

***

2.
30
Properties=species:S:1:pos:R:3:forces:R:3:lowdin_charge:R:1 method="wB97M-V/def2-TZVPD" largest_force_ev_per_a=5.1 e_tot_ev=-25844.3320 relative_energy_kj_mol=601.1 homo_lumo_gap_ev=8.82
C -0.950789 1.476369 -0.812684 -2.89 2.30 -2.35 -0.24
C -1.554735 0.408120 -0.081704 2.45 -2.52 0.73 -0.41
C 0.527046 -0.451522 -0.131089 -2.19 0.05 0.76 -0.44
C 1.146319 0.993206 -0.041028 0.40 -1.69 0.73 -0.64
C -2.449455 -0.337209 -0.958888 -3.05 -0.04 -1.80 -0.15
C -2.089599 0.602435 1.315684 -1.01 -2.39 -0.52 -0.07
C 1.271512 1.728806 1.292554 0.58 0.88 -1.11 -0.06
C 2.616703 1.088766 -0.473584 -0.42 1.41 -2.17 -0.06
N 0.239081 1.715732 -0.871502 3.95 2.96 -1.18 0.08
Si 0.571131 -1.440876 -1.868417 -1.23 -0.21 1.61 0.61
Si 0.566273 -1.577631 1.420750 1.36 1.91 -1.35 0.60
H -1.541869 2.113941 -1.610248 0.34 -1.19 1.77 0.17
H -2.743814 -1.323162 -0.554074 0.44 0.24 -0.47 0.08
H -2.158962 -0.359153 -2.067511 -0.18 -0.27 1.74 0.08
H -3.470993 0.235679 -0.985098 1.48 -0.74 0.08 0.12
H -2.934835 1.278770 1.201071 -0.43 -0.10 0.32 0.09
H -1.374499 1.080340 1.920484 0.71 0.32 1.03 0.03
H -2.428969 -0.454610 1.767198 0.65 2.55 -0.88 0.13
H 1.365838 2.815625 1.044984 0.64 -0.84 0.17 0.12
H 2.069793 1.331992 1.898269 0.33 0.16 0.13 0.08
H 0.419573 1.732122 1.843261 -2.69 -0.32 1.77 0.01
H 2.843149 0.359574 -1.209665 0.23 -0.74 -1.09 0.04
H 3.367637 0.935633 0.288332 -0.20 0.22 0.45 0.07
H 2.721590 2.106260 -0.990583 0.17 -1.31 0.90 0.12
H -0.854285 -2.217325 -2.008860 1.89 0.81 0.13 -0.04
H 1.641783 -2.533762 -1.638160 -0.58 0.83 -0.59 -0.06
H 0.688876 -0.508987 -3.072213 0.20 -0.65 0.65 -0.06
H 0.274365 -2.886393 0.869662 -0.69 -0.66 0.44 -0.08
H -0.088233 -0.843143 2.548575 -0.20 -0.75 -0.16 -0.05
H 2.013840 -1.609729 1.766107 -0.04 -0.20 0.27 -0.07

***

3.
10
Properties=species:S:1:pos:R:3:forces:R:3:mulliken_spin:R:1 method="wB97M-V/def2-TZVPD" largest_force_ev_per_a=7.1 s_squared=2.024 e_tot_ev=-8314.3534 spin_multiplicity=3 relative_energy_kj_mol=189.9 homo_lumo_gap_ev="6.15 / 6.46"
C -1.502545 2.049680 -1.877822 0.51 0.70 -0.24 0.31
C -1.118327 0.997837 -1.196876 0.19 0.68 -0.38 0.23
C 1.510764 -1.736223 1.767150 -0.59 2.07 -0.48 -0.04
C 0.948259 -0.867764 1.126888 0.08 -1.67 0.20 0.06
C 0.292115 1.986647 -1.394951 -3.71 2.33 -3.25 0.34
C 0.517896 1.002134 -0.596007 5.08 -2.61 4.18 0.85
C -1.065156 -0.169017 -0.350627 -2.19 -3.24 1.24 0.27
C 0.170150 -0.117219 0.215729 -0.49 1.07 -1.07 -0.03
H 2.103323 -2.163031 2.528379 0.19 -0.62 0.15 0.00
H -1.856478 -0.983043 -0.221862 0.92 1.29 -0.36 0.01

***

4.
48
Properties=species:S:1:pos:R:3:forces:R:3:lowdin_charge:R:1 method="wB97M-V/def2-TZVPD" largest_force_ev_per_a=4.8 e_tot_ev=-114653.2143 charge=-1 relative_energy_kj_mol=1231.6 homo_lumo_gap_ev=2.74
Mg 22.253616 17.980676 -32.265660 0.09 0.18 -0.55 1.30
N 26.123629 14.822090 -32.437811 0.05 -0.25 1.98 -0.69
O 25.069819 15.421927 -32.633384 -2.71 2.33 0.12 -0.03
O 26.472180 14.132329 -33.333148 1.85 -2.27 -2.98 0.06
O 26.712721 14.851455 -31.368811 0.24 0.63 0.85 0.03
N 26.305991 21.123522 -31.982449 2.41 -1.58 3.15 -0.70
O 25.208137 20.641033 -32.177069 -2.72 -0.49 -0.96 -0.04
O 26.964576 21.696465 -32.780034 0.57 2.39 -4.18 0.03
O 26.898542 20.920375 -30.909478 -0.74 -0.55 1.92 -0.02
As 18.125594 13.917823 -33.104475 -0.11 -1.34 -0.21 0.87
F 17.684059 13.548307 -31.437591 0.34 0.77 -0.74 -0.29
F 19.276345 15.225972 -32.664972 -0.72 -0.64 0.11 -0.34
F 18.566766 14.235973 -34.796442 -0.39 -0.32 1.13 -0.30
F 17.030897 12.576537 -33.603809 0.94 1.46 0.17 -0.31
F 16.784144 15.123439 -33.199887 1.37 -1.12 0.05 -0.31
F 19.465360 12.699806 -32.908560 -1.24 1.49 -0.48 -0.32
C 21.823606 18.139462 -36.260331 0.43 0.31 0.42 -0.07
O 21.253064 18.797755 -35.084752 -0.47 0.19 -2.24 -0.26
C 20.459701 19.984140 -35.490807 1.28 0.00 2.17 -0.16
C 19.464046 20.160507 -34.341952 0.01 -0.81 -0.72 -0.17
O 20.062056 20.059315 -33.013952 -0.06 1.03 -0.79 -0.23
C 19.500230 21.006636 -32.099840 -0.90 0.44 0.36 -0.10
H 21.080950 17.844112 -37.001495 -0.32 -0.19 0.41 0.09
H 22.427861 17.292891 -35.934325 -0.43 -0.15 0.16 0.09
H 22.532460 18.770357 -36.796608 0.00 0.53 0.20 0.09
H 19.933947 20.017710 -36.445045 -0.20 -1.22 -0.06 0.13
H 21.157485 20.811922 -35.617191 0.25 0.16 0.48 0.12
H 18.746813 19.354831 -34.498699 -0.01 -0.35 0.54 0.13
H 18.864522 21.048468 -34.542454 0.34 0.48 0.63 0.12
H 18.616176 20.596677 -31.611501 0.04 -0.31 0.10 0.09
H 19.141352 21.928713 -32.557078 0.15 -0.09 -0.66 0.08
H 20.160774 21.393089 -31.323664 0.61 -0.74 -0.15 0.09
C 18.747098 18.889097 -25.426392 1.33 -0.59 -0.39 -0.09
O 19.819966 18.761287 -26.394169 0.74 0.46 0.98 -0.21
C 21.185330 18.725830 -25.825672 -0.99 -0.83 -1.81 -0.15
C 22.135881 18.471476 -27.057468 0.42 -0.24 -0.39 -0.18
O 21.738364 17.548310 -28.091053 -0.85 -0.55 0.97 -0.22
C 21.609769 16.210964 -27.542296 0.03 0.41 -0.63 -0.09
H 18.578099 19.915986 -25.102284 0.23 0.11 0.06 0.08
H 19.043401 18.247655 -24.596414 -0.41 0.12 0.42 0.08
H 17.819461 18.509873 -25.855091 0.22 -0.04 -0.23 0.08
H 21.294789 17.936085 -25.082414 -0.35 -0.47 -0.10 0.11
H 21.470347 19.620679 -25.272386 -0.10 0.47 -0.42 0.11
H 23.107440 18.050385 -26.798871 0.15 0.34 1.09 0.11
H 22.389065 19.396409 -27.575643 -0.47 0.13 0.02 0.12
H 21.562499 15.472943 -28.343039 0.01 0.35 -0.29 0.09
H 20.692003 16.085382 -26.967810 0.05 0.26 0.22 0.09
H 22.494480 15.959266 -26.957446 0.03 0.09 0.27 0.09

***

5.
56
Properties=species:S:1:pos:R:3:forces:R:3:lowdin_charge:R:1 method="wB97M-V/def2-TZVPD" largest_force_ev_per_a=5.3 e_tot_ev=-63221.9586 charge=-2 relative_energy_kj_mol=281.0 homo_lumo_gap_ev=9.05
O 3.805930 2.334456 1.305947 -2.74 -1.27 -0.06 0.10
C 2.829860 1.648426 1.016317 0.40 -0.23 0.52 -0.31
O 1.656440 1.391986 1.688457 2.50 0.81 -0.43 0.19
B 0.895910 0.327686 0.998677 -0.56 0.62 0.48 -0.85
O 1.609020 0.093216 -0.271393 0.13 -0.11 0.38 0.23
C 2.746240 0.775946 -0.277473 1.62 0.88 -1.74 -0.36
O 3.595070 0.827266 -1.167353 -2.00 -0.52 1.86 0.11
O -0.498720 0.822116 0.908747 -0.17 -1.02 -0.40 0.21
C -1.334610 0.034756 1.589567 0.11 0.68 1.14 -0.37
O -2.495590 0.267366 1.798577 0.51 -0.51 -0.36 0.13
C -0.446930 -1.061674 2.332437 -1.21 -1.43 1.67 -0.33
O 0.778100 -0.878294 1.877147 0.05 -0.55 0.23 0.20
O -0.828370 -1.867174 3.222147 1.43 2.59 -3.16 0.05
O 0.250760 -0.675794 -6.947953 -1.78 -0.51 1.72 0.10
C -0.712280 -0.732244 -6.184263 1.10 1.66 -1.69 -0.39
O -1.661890 0.183656 -6.113063 -0.52 0.72 0.26 0.20
B -2.665810 -0.157084 -5.027783 -0.73 1.13 -1.61 -0.86
O -2.297480 -1.510494 -4.713253 -0.46 -0.46 1.62 0.27
C -1.132700 -1.790044 -5.196433 3.05 -3.79 -0.87 -0.39
O -0.466020 -2.824214 -5.073763 -1.77 1.94 0.40 0.11
O -2.688310 0.865156 -3.997273 -0.71 1.09 2.00 0.23
C -3.951360 1.312456 -3.736873 -0.25 1.56 0.43 -0.34
O -4.401590 2.155476 -2.979473 1.93 -1.41 -0.66 0.14
C -4.839980 0.663236 -4.749863 -4.34 -2.24 -2.06 -0.35
O -4.073680 -0.107444 -5.490543 0.18 -0.50 -0.76 0.21
O -6.095470 0.667426 -4.921583 4.25 0.85 1.16 0.06
O 1.700910 -5.948884 2.952187 0.24 -0.22 0.16 -0.06
H 1.323110 -5.105814 3.202637 -0.14 0.33 0.07 0.03
H 1.310680 -6.143074 2.099987 -0.10 -0.02 -0.23 0.03
O 3.033630 2.737666 7.041867 -0.11 0.12 0.25 -0.06
H 3.903260 2.454366 7.324217 0.19 -0.06 0.05 0.02
H 2.987860 2.488156 6.118897 -0.10 -0.05 -0.33 0.03
O 9.659340 3.262266 2.351057 0.17 0.16 0.18 -0.06
H 10.204760 2.645656 1.862637 0.12 -0.15 -0.11 0.02
H 8.773910 3.114936 2.018597 -0.32 -0.02 -0.07 0.03
O -2.940650 5.615126 1.409457 -0.04 0.36 0.08 -0.06
H -2.237620 5.054266 1.081707 0.20 -0.19 -0.12 0.03
H -3.630890 5.006106 1.671927 -0.15 -0.19 0.04 0.03
O -3.552320 -7.543374 4.301897 -0.20 -0.07 -0.10 -0.05
H -3.252840 -8.309284 4.791727 0.07 -0.19 0.09 0.02
H -3.001630 -6.826634 4.616957 0.14 0.27 0.01 0.03
O 6.625670 0.594956 -6.236433 0.21 0.01 -0.28 -0.06
H 6.232930 -0.148134 -5.778403 -0.20 -0.18 0.11 0.03
H 6.823930 1.225856 -5.544413 -0.03 0.18 0.18 0.03
O -6.305010 -1.492664 6.090097 -0.29 -0.04 0.07 -0.06
H -5.603680 -1.666394 5.462247 0.19 0.00 -0.27 0.03
H -5.858440 -1.414164 6.933097 0.11 0.05 0.18 0.02
O -7.752740 3.029696 2.370817 -0.13 0.06 0.27 -0.06
H -8.164540 3.578486 1.703377 -0.08 0.12 -0.17 0.02
H -7.096460 2.522506 1.893037 0.23 -0.19 -0.11 0.03
O 1.266720 3.523056 -4.974503 0.19 0.32 0.04 -0.06
H 0.532810 3.611686 -5.582573 -0.22 -0.05 -0.11 0.03
H 1.418970 2.579736 -4.917983 0.02 -0.30 0.07 0.03
O 5.504150 -3.569344 1.636387 0.23 0.04 -0.16 -0.05
H 4.614110 -3.911834 1.718707 -0.32 -0.05 -0.03 0.03
H 5.903530 -3.731094 2.491117 0.08 -0.01 0.20 0.02

***

6.
33
Properties=species:S:1:pos:R:3:forces:R:3:mulliken_spin:R:1 method="wB97M-V/def2-TZVPD" largest_force_ev_per_a=2.6 s_squared=0.755 e_tot_ev=-16929.2835 charge=+2 spin_multiplicity=2 homo_lumo_gap_ev="10.04 / 7.73"
Ba 1.143828 -1.132378 1.327450 -0.45 -0.44 -0.10 0.01
C -1.713162 -2.091818 -2.268290 1.56 -1.06 -1.22 -0.01
C -1.521042 -2.399978 -0.804790 0.18 0.98 -0.41 0.00
O -0.339932 -2.926448 -0.340570 -0.68 0.43 -0.28 0.81
H -1.560502 -2.983358 -2.876530 -1.11 -0.59 0.13 0.01
H -0.851482 -1.619718 -2.740230 0.11 1.09 0.61 0.00
H -2.632982 -1.555708 -2.502000 0.07 -0.26 0.14 0.00
H -2.415522 -2.918328 -0.459340 -0.06 -0.98 0.49 0.10
H -1.719712 -1.475768 -0.262130 0.05 0.70 0.72 0.07
C 3.447818 -0.853748 -1.263870 -0.47 -1.19 -0.07 0.00
O 2.064478 -0.511138 -1.211190 -0.30 -0.74 0.98 0.00
C 1.679188 0.692442 -1.863610 -1.09 -0.85 1.36 0.00
C 0.324898 1.092572 -1.183160 2.42 0.56 -0.90 0.01
N 0.534148 1.261532 0.285560 -0.29 -1.49 -1.63 0.00
C -0.572342 1.921852 0.904200 -1.18 0.91 1.20 0.00
C -0.480392 1.934522 2.403630 1.31 0.56 -0.30 0.00
O -0.618792 0.632682 2.965790 2.14 0.46 -1.06 0.00
C -1.870602 0.283152 3.403100 -1.74 -0.78 1.67 0.00
H 4.039188 -0.406848 -0.464710 0.10 0.56 -0.17 0.00
H 3.860818 -0.700978 -2.260960 0.15 0.10 0.18 0.00
H 3.392688 -1.922878 -1.058900 0.62 -0.21 -0.25 0.00
H 1.500958 0.473302 -2.916370 0.31 0.42 -0.11 0.00
H 2.526928 1.336942 -1.631110 -0.47 0.98 -0.64 0.00
H -0.465742 0.375612 -1.404390 0.10 -0.12 0.14 0.00
H 0.117358 2.002002 -1.747050 -0.66 0.47 0.58 0.00
H 1.466868 1.598692 0.476540 -0.08 1.07 -0.03 0.00
H -1.501102 1.402902 0.667160 -0.03 -0.01 -0.53 0.00
H -0.692362 2.977972 0.662770 0.07 0.05 -0.70 0.00
H -1.059412 2.770012 2.797060 -0.77 -0.69 0.47 0.00
H 0.532568 2.289012 2.594280 0.36 -0.27 0.54 0.00
H -1.817432 -0.730398 3.800590 -0.03 -0.32 -0.51 0.00
H -2.657392 0.372602 2.654060 0.00 0.02 -0.08 0.00
H -2.141812 0.811672 4.317000 -0.16 0.62 -0.21 0.00